{"formula": "C6H9N2O2", "method": "ωB97M-V/def2-TZVPD", "species": ["C", "N", "C", "C", "C", "O", "C", "N", "C", "O", "H", "H", "H", "H", "H", "H", "H", "H", "H"], "coordinates": [[0.5506, -2.2407, 0.5694], [0.6564, -0.9123, -0.0716], [-0.0900, 0.3478, 0.5987], [1.0018, 1.3735, 1.0239], [1.3641, 2.2517, 0.1783], [1.7897, 2.9581, -0.6321], [-1.2731, 0.4706, -0.4892], [-0.9910, 0.1040, -1.8199], [-2.2429, 1.2678, -0.0424], [-3.1271, 1.6822, 0.5899], [-0.3899, -2.5307, 0.9462], [0.8011, -2.9385, -0.1863], [1.3040, -2.3667, 1.4229], [0.1165, -1.0016, -0.9710], [1.6070, -0.5900, -0.1155], [-0.4180, -0.0368, 1.5630], [1.5931, 1.1505, 2.0013], [-0.3565, 0.8794, -2.2985], [-1.8956, 0.1317, -2.2671]], "lowdin_charge": [-0.005, 0.019, -0.118, -0.047, -0.202, 0.242, -0.273, 0.043, -0.086, 0.241, 0.089, 0.088, 0.137, 0.121, 0.153, 0.136, 0.177, 0.173, 0.110], "smiles": "C[NH2+][C@@H](C=C=O)C(N)=C=O", "largest_force_ha_per_bohr": 0.08591, "charge": 1, "gap_ev": 9.307, "e_above_lowest_ev": 4.158, "homo_energy_ha": -0.4786, "lumo_ev": -3.72}